Entry from the Open Molecules 2025 dataset: 21 unconnected molecules or ions with the total composition H43O21 (ωB97M-V/def2-TZVPD).

```
64
Properties=species:S:1:pos:R:3:mulliken_charge:R:1
O -3.25 2.85 2.07 -0.530
H -3.24 3.77 2.22 0.293
H -4.12 2.67 2.05 0.262
O -2.11 -1.19 -0.53 -0.346
H -2.39 -1.29 -1.49 0.216
H -1.19 -0.95 -0.56 0.072
O 4.85 0.40 0.83 -0.582
H 5.20 1.43 0.65 0.357
H 4.15 0.78 1.18 0.221
O 0.70 -0.66 0.94 -0.298
H -2.74 2.92 -0.42 0.212
H -1.02 -4.26 -1.08 0.283
O 1.02 -1.78 -4.79 -0.788
H 1.67 -1.15 -5.21 0.340
H 1.77 -2.28 -4.26 0.365
O -3.29 3.01 -1.23 -0.546
H 0.84 -1.32 0.38 0.274
H -3.13 2.72 -1.96 0.279
O -1.60 2.22 -3.10 -0.485
H -1.95 1.95 -3.90 0.274
H -0.82 2.55 -3.24 0.212
O -0.93 1.57 0.44 -0.354
H -1.06 2.56 0.38 0.284
H -1.86 1.22 0.60 0.271
O 1.30 -0.15 -3.06 -0.568
H 1.19 -0.31 -2.12 0.147
H 0.89 -0.84 -3.51 0.579
O 2.10 1.71 2.57 -0.728
H 1.91 2.69 2.49 0.363
H 1.22 1.41 2.16 0.300
O -3.92 -1.92 2.40 -0.640
H -4.65 -1.40 2.61 0.304
H -3.65 -1.69 1.51 0.306
O 0.68 1.97 -4.87 -0.650
H 0.90 2.57 -4.22 0.182
H 0.92 1.09 -4.59 0.393
O 0.83 -1.92 4.74 -0.542
H 0.13 -1.20 4.31 0.475
H 1.66 -1.36 5.03 0.560
O 0.00 -3.96 1.69 -0.560
H -0.42 -4.64 1.16 0.265
H 0.97 -2.28 3.73 0.456
O 3.15 -3.98 0.40 -0.593
H 3.73 -3.40 0.83 0.299
H -0.06 -3.13 1.38 0.298
O -0.31 3.80 -0.82 -0.471
H 0.06 -0.06 0.29 0.093
O 1.83 3.27 -1.93 -0.611
H 1.61 2.61 -2.57 0.257
H 2.15 2.70 -1.21 0.301
O -1.38 -0.44 3.94 -0.671
H -2.07 -0.76 3.23 0.347
H -1.85 -0.08 4.73 0.298
O -0.27 -3.59 -0.77 -0.556
H 2.69 -4.11 1.26 0.301
H 0.62 -3.80 -1.13 0.298
O -1.01 -1.82 -3.28 -0.547
H -0.73 -2.55 -3.86 0.258
H -1.91 -1.95 -3.43 0.240
O 2.05 0.14 4.70 -0.704
H 1.53 0.87 4.21 0.422
H 3.01 0.43 4.48 0.322
H 0.31 4.54 -0.91 0.296
H -0.75 3.82 -1.53 0.199
```

Calculated values
total charge = +1
orbital gap = 9.95 eV

Entry from the Open Molecules 2025 dataset: 21 unconnected molecules or ions with the total composition H43O21 (ωB97M-V/def2-TZVPD).

```
64
Properties=species:S:1:pos:R:3:mulliken_charge:R:1
O 2.83 2.56 -3.07 -0.602
H 3.76 2.79 -2.75 0.322
H 2.61 3.32 -3.62 0.297
O 1.57 -1.44 -2.42 -0.466
H 2.11 -1.05 -1.84 0.265
H 1.25 -2.13 -1.84 0.268
O -1.58 -3.32 2.72 -0.618
H -1.32 -2.91 3.61 0.350
H -1.36 -4.26 2.73 0.282
O -3.73 -0.89 -2.64 -0.509
H -0.67 -1.22 -3.37 0.426
H -3.17 -1.44 -1.87 0.530
O 0.54 -1.01 -4.92 -0.574
H 1.41 -1.44 -4.90 0.280
H 0.82 -0.24 -5.47 0.285
O -1.31 -1.98 -3.06 -0.671
H -2.93 -0.72 -3.12 0.397
H -1.33 -2.77 -3.71 0.276
O -1.07 -1.36 0.25 -0.563
H -0.96 -0.41 0.54 0.313
H -1.16 -1.92 1.04 0.272
O -4.02 -1.86 -0.06 -0.646
H -4.35 -2.82 -0.12 0.323
H -3.20 -2.17 0.53 0.331
O 2.23 0.64 -0.89 -0.521
H 2.87 1.01 -0.29 0.248
H 2.15 1.57 -1.23 0.199
O 2.28 -2.19 3.69 -0.791
H 1.90 -1.49 3.10 0.503
H 2.16 -3.03 3.50 0.337
O 2.57 4.23 1.03 -0.625
H 2.33 3.92 1.89 0.327
H 1.73 4.67 0.93 0.312
O -1.44 4.20 0.23 -0.458
H -2.36 4.35 0.19 0.253
H -1.18 4.28 -0.56 0.232
O 3.65 0.35 2.32 -0.525
H 4.30 0.63 2.92 0.253
H 3.13 -0.38 2.60 0.257
O -0.26 -2.20 5.19 -0.713
H 0.59 -2.32 4.81 0.408
H -0.64 -1.49 4.74 0.286
O -1.72 1.21 -0.53 -0.410
H -1.33 1.01 -1.33 0.352
H -1.12 1.60 0.09 -0.099
O 0.82 1.26 1.38 -0.559
H -3.76 0.07 -2.12 0.526
O 1.70 -0.97 1.44 -0.336
H 1.52 -1.23 0.40 -0.112
H 1.41 -0.10 1.59 0.718
O 0.48 3.58 2.72 -0.533
H 0.18 3.03 3.52 0.279
H -0.01 4.29 2.69 0.219
O -4.29 0.93 -0.96 -0.706
H -3.44 1.48 -0.75 0.387
H -4.49 0.47 -0.17 0.328
O -1.40 0.85 -3.88 -0.590
H -0.71 1.27 -3.30 0.262
H -1.21 1.23 -4.77 0.267
O 1.48 -3.98 1.90 -0.617
H 2.40 -4.31 1.47 0.340
H 1.04 -3.48 1.32 0.242
H 1.67 1.76 1.20 0.112
H 0.03 1.96 1.31 0.381
```

Calculated values
total charge = +1
orbital gap = 9.91 eV

Entry from the Open Molecules 2025 dataset: a molecular structure, H48LiO28P (ωB97M-V/def2-TZVPD).

```
78
Properties=species:S:1:pos:R:3:mulliken_charge:R:1
Li 15.92 5.43 -6.19 0.163
P 17.43 6.64 -3.73 0.490
O 18.69 5.72 -3.72 -1.029
O 18.30 7.88 -3.48 -1.078
O 17.17 6.49 -2.22 -1.081
O 16.36 6.61 -4.82 0.440
O 16.31 0.26 -6.50 -0.633
H 15.71 1.02 -6.49 0.269
H 16.41 0.03 -5.58 0.307
O 18.78 9.55 -5.79 -0.611
H 18.92 8.85 -5.15 0.231
H 19.34 10.27 -5.49 0.236
O 14.06 6.19 -6.52 0.034
H 13.34 5.72 -6.94 -0.067
H 13.70 6.52 -5.70 0.354
O 15.81 9.07 -5.25 -0.911
H 15.75 8.14 -5.46 0.356
H 16.67 9.17 -4.84 0.325
O 19.37 7.40 -7.51 -0.826
H 18.97 7.58 -8.35 0.376
H 19.01 8.06 -6.92 0.470
O 11.67 3.00 -6.19 -0.686
H 11.08 2.36 -6.58 0.277
H 12.43 2.48 -5.91 0.377
O 14.04 9.54 -2.90 -0.629
H 14.82 9.41 -3.42 0.399
H 13.44 10.02 -3.47 0.241
O 15.32 8.04 -9.58 -0.673
H 14.91 8.64 -8.95 0.386
H 14.67 7.95 -10.28 0.201
O 16.97 5.00 -10.78 -0.499
H 17.15 5.66 -11.45 0.208
H 17.48 4.23 -11.06 0.272
O 19.23 3.06 -8.42 -0.661
H 19.72 3.65 -8.99 0.255
H 19.21 3.51 -7.57 0.382
O 12.56 5.52 -10.00 -0.697
H 11.98 5.62 -9.25 0.351
H 12.89 6.40 -10.18 0.307
O 11.21 5.49 -7.43 -0.623
H 11.51 4.67 -7.03 0.405
H 10.26 5.46 -7.34 0.250
O 14.82 6.76 -1.23 -0.651
H 14.73 5.93 -0.76 0.233
H 15.66 6.68 -1.68 0.430
O 12.95 1.19 -8.77 -0.624
H 13.49 1.98 -8.75 0.402
H 13.07 0.85 -9.66 0.255
O 13.82 6.77 -3.91 -0.635
H 13.93 6.93 -2.98 0.379
H 14.69 6.87 -4.28 0.066
O 14.44 3.42 -9.68 -0.498
H 15.34 3.39 -10.01 0.224
H 14.10 4.27 -9.97 0.295
O 18.88 4.92 -6.24 -0.530
H 18.94 5.77 -6.68 0.342
H 18.79 5.13 -5.31 0.274
O 15.56 2.82 -3.00 -0.623
H 15.95 1.95 -2.88 0.257
H 16.21 3.42 -2.63 0.325
O 18.09 8.32 -9.92 -0.698
H 17.18 8.32 -9.63 0.384
H 18.13 7.64 -10.60 0.258
O 16.53 5.89 -8.03 0.601
H 16.89 5.43 -8.79 -0.078
H 15.97 6.57 -8.41 0.025
O 14.42 9.91 -7.71 -0.700
H 14.68 9.69 -6.82 0.354
H 13.53 10.25 -7.62 0.286
O 15.31 3.54 -5.95 -0.228
H 15.56 3.15 -5.11 0.181
H 14.61 2.98 -6.28 -0.001
O 11.16 6.64 -3.75 -0.706
H 12.08 6.86 -3.90 0.481
H 11.10 6.50 -2.80 0.269
O 13.66 1.12 -5.76 -0.453
H 13.84 0.59 -4.98 0.188
H 13.01 0.62 -6.25 0.259
```

Calculated values
total charge = -2
orbital gap = 1.88 eV

Entry from the Open Molecules 2025 dataset: 2 unconnected molecules or ions with the total composition H4I2OSi2 (ωB97M-V/def2-TZVPD).

```
9
Properties=species:S:1:pos:R:3:mulliken_charge:R:1
O 1.31 1.30 -0.31 -0.339
Si -1.45 -0.81 -1.08 0.242
Si 1.98 0.87 0.95 0.455
I -2.51 0.84 0.34 -0.066
I -0.38 -2.49 0.24 -0.010
H -0.52 0.07 -1.85 -0.037
H -2.65 -1.19 -1.74 -0.127
H 1.91 1.94 1.94 -0.055
H 2.32 -0.53 1.53 -0.063
```

Calculated values
SMILES = I[SiH2]I.O=[SiH2]
total charge = 0
orbital gap = 8.80 eV

Entry from the Open Molecules 2025 dataset: 2 unconnected molecules or ions with the total composition H4I2Si2 (ωB97M-V/def2-TZVPD).

```
8
Properties=species:S:1:pos:R:3:mulliken_charge:R:1
Si 0.50 1.40 1.36 0.183
Si -0.40 -0.84 -1.64 0.106
I 0.64 3.70 0.42 -0.039
I 0.96 -1.01 -3.67 -0.041
H 1.76 1.09 1.85 -0.077
H -0.34 1.40 2.56 -0.065
H -0.09 -2.21 -1.17 -0.044
H -1.96 -0.81 -1.76 -0.023
```

Calculated values
total charge = 0
orbital gap (alpha / beta) = 6.67 / 6.60 eV

Entry from the Open Molecules 2025 dataset: a single H4INSi molecule (ωB97M-V/def2-TZVPD).

```
7
Properties=species:S:1:pos:R:3:mulliken_charge:R:1
N 0.77 0.69 0.08 -0.429
Si -0.76 -0.04 -0.17 0.315
I 0.13 -2.58 0.86 -0.273
H 1.32 0.78 -0.68 0.231
H 1.28 0.58 0.87 0.243
H -0.99 0.12 -1.68 -0.047
H -1.76 0.45 0.73 -0.040
```

Calculated values
SMILES = N[SiH2]I
total charge = 0
orbital gap = 8.60 eV

Entry from the Open Molecules 2025 dataset: a molecular structure, H4IO2Zn (ωB97M-V/def2-TZVPD).

```
8
Properties=species:S:1:pos:R:3:mulliken_charge:R:1
Zn -1.23 -1.65 1.39 0.480
I -0.46 -0.80 -0.46 0.362
O -1.44 1.87 0.20 -0.545
H -1.96 1.50 0.91 0.266
H -1.11 1.11 -0.29 0.361
O 2.34 -0.42 -0.47 -0.581
H 2.38 -1.07 -1.18 0.332
H 1.47 -0.54 -0.09 0.326
```

Calculated values
total charge = +1
orbital gap = 6.39 eV

Entry from the Open Molecules 2025 dataset: 2 unconnected molecules or ions with the total composition H4N2O (ωB97M-V/def2-TZVPD).

```
7
Properties=species:S:1:pos:R:3:mulliken_charge:R:1
H -1.53 -0.75 -0.66 0.226
H -1.59 -0.31 0.99 0.224
H -1.61 0.89 -0.15 0.236
H 1.17 0.46 -0.32 0.208
N -1.25 -0.03 0.05 -0.685
N 1.87 -0.34 0.01 0.096
O 2.95 0.08 0.08 -0.305
```

Calculated values
SMILES = N=O.N
total charge = 0
orbital gap = 9.32 eV

Entry from the Open Molecules 2025 dataset: a gas-phase ion, H4N2O2P (charge -1) (ωB97M-V/def2-TZVPD).

```
9
Properties=species:S:1:pos:R:3:mulliken_charge:R:1
N 1.21 0.06 -0.81 -0.598
N 0.50 0.39 0.41 -0.264
O -1.11 -1.67 0.16 -0.704
O -2.04 0.62 -0.51 -0.727
P -1.09 -0.19 0.31 0.625
H 2.23 0.12 -0.70 0.203
H 1.09 -1.01 -0.98 0.247
H 0.54 1.46 0.40 0.259
H -1.34 0.22 1.73 -0.042
```

Calculated values
SMILES = NN[P@H](=O)[O-]
total charge = -1
orbital gap = 8.66 eV

Entry from the Open Molecules 2025 dataset: 2 unconnected molecules or ions with the total composition H4N2O2P (ωB97M-V/def2-TZVPD).

```
9
Properties=species:S:1:pos:R:3:mulliken_charge:R:1
N 1.06 1.44 0.23 -0.631
N -0.85 -0.99 -0.01 -0.706
O 2.48 -0.62 1.14 -0.449
O 2.13 -0.46 -1.37 -0.497
P 1.61 -0.15 0.02 0.073
H 0.81 1.67 1.26 0.265
H 0.33 1.92 -0.19 0.300
H -0.99 -1.94 0.24 0.325
H -0.79 -1.11 -0.99 0.319
```

Calculated values
spin multiplicity = 3
total charge = -1
orbital gap (alpha / beta) = 5.53 / 7.10 eV

Entry from the Open Molecules 2025 dataset: 2 unconnected molecules or ions with the total composition H4N2O2Si (ωB97M-V/def2-TZVPD).

```
9
Properties=species:S:1:pos:R:3:mulliken_charge:R:1
N 0.11 -0.86 0.42 -0.600
N -2.54 0.29 0.35 0.275
O -3.48 0.93 -0.01 -0.367
O -2.50 -0.95 -0.31 -0.348
Si 0.58 0.64 -0.02 0.451
H 0.65 -1.75 0.43 0.247
H -1.64 -1.27 -0.25 0.497
H -0.02 1.58 -0.77 -0.056
H 1.97 1.14 0.06 -0.098
```

Calculated values
SMILES = N=[SiH2].O=NO
total charge = 0
orbital gap = 9.40 eV

Entry from the Open Molecules 2025 dataset: 2 unconnected molecules or ions with the total composition H4N2O3P (ωB97M-V/def2-TZVPD).

```
10
Properties=species:S:1:pos:R:3:mulliken_charge:R:1
N -0.69 1.61 -0.02 -0.682
N -0.14 -1.30 0.13 -0.602
O -0.41 0.63 -2.45 -0.667
O 1.73 0.83 -1.03 -0.694
O 1.20 -1.73 0.49 -0.419
P 0.27 0.72 -1.12 0.926
H -0.31 1.22 0.92 0.328
H -1.44 1.03 -0.07 0.290
H -0.31 -1.82 -0.71 0.209
H 1.90 -1.10 0.16 0.311
```

Calculated values
total charge = -1
orbital gap = 8.37 eV

Record order is preserved below.
Calculated total energy: -1605.310034; -1605.396560; -2484.600744; -1252.024878; -1176.691878; -644.352696; -2229.492847; -187.043810; -603.823462; -603.709658; -551.716428; -679.032756 hartree